36
Properties=species:S:1:pos:R:3:forces:R:3 method="wB97M-V/def2-TZVPD" total_energy_ha=-2366.3546 smiles="CC[C@@H](C)N([PH2]=N)C(=O)OCP(=O)(O)O.ClCCl" charge=0
C 2.44467 1.09177 0.98979 0.84 1.31 0.06
O -0.72136 0.42174 1.06309 0.28 1.02 -0.54
P 1.95868 -0.13722 -1.39097 -1.63 -0.45 -0.77
O 0.51083 -1.38381 0.83750 0.28 -1.93 -0.05
H 1.00213 0.25897 -3.23998 -0.47 -0.02 -0.06
H 2.03585 1.22020 1.99464 -0.42 -0.39 -0.17
C 3.70271 0.22321 1.14798 -0.26 -0.42 1.14
C -4.84774 -1.84607 -2.72489 0.03 -0.01 -0.15
H 4.29035 -1.25686 2.59921 -0.06 -0.10 -0.03
H -1.97282 -1.24970 1.16279 0.03 0.09 0.14
O -3.82129 0.47795 2.35669 0.21 0.10 1.10
H -5.10564 -0.92736 -3.23880 0.05 -0.04 -0.05
H 2.81384 3.23811 1.36902 -0.14 0.10 -0.11
H -1.82972 -0.52499 -0.44717 0.35 0.19 0.40
H 2.55270 -1.12169 2.47214 -0.12 -0.17 -0.22
H -5.21109 -1.81178 -1.70740 -0.05 -0.11 -0.02
O -4.63249 -0.08982 0.06430 1.64 0.53 -0.41
Cl -3.08379 -2.01344 -2.71183 -0.06 0.11 0.12
Cl -5.62230 -3.20024 -3.55371 -0.05 0.03 0.02
H 2.45740 -1.41746 -1.06358 0.30 0.43 0.31
C 3.46978 -1.12391 1.88933 0.86 0.40 -0.33
P -3.43814 0.61389 0.96473 -0.47 -0.35 0.96
H 4.27165 0.08953 0.22366 -0.23 0.02 -0.09
H 3.53435 -1.96162 1.19624 -0.48 -0.10 0.14
H 2.23692 2.81674 -0.29830 -0.01 0.39 0.21
C 0.41453 -0.21732 0.68427 -0.67 0.38 0.02
O -3.35882 2.14154 0.47192 -0.46 -1.19 -0.81
N 1.39691 0.57277 0.06931 1.25 0.31 0.16
H 3.04669 0.64145 -1.84898 -0.03 -0.05 0.63
H 4.36783 0.79098 1.80627 -0.06 0.26 -0.23
H -4.41037 -1.03064 -0.00049 -0.26 0.06 0.01
C 2.86764 2.53393 0.54316 0.12 -1.12 -0.33
C -1.86014 -0.29798 0.63858 -1.34 -0.13 -1.04
H -4.12653 2.25809 -0.11340 0.27 0.48 -0.02
N 0.76282 -0.26525 -2.40264 0.83 0.12 0.04
H 3.90395 2.48626 0.19750 -0.06 0.25 -0.03

***

12
Properties=species:S:1:pos:R:3:forces:R:3 method="wB97M-V/def2-TZVPD" e_above_lowest_kj_mol=121.1 charge=0
C 0.42453 0.59407 0.95297 2.15 2.34 0.88
O -2.90747 0.83990 -0.15799 1.11 -0.83 -0.39
C -1.80091 1.03577 0.28098 -1.66 0.92 0.97
C 0.13390 -1.29702 -1.32029 2.07 1.02 -0.10
H 0.21049 -2.21208 -1.86046 -0.43 -0.50 -0.20
F 1.23805 -0.51224 -1.65410 -1.87 -0.79 0.35
H -1.62872 1.96082 0.82217 0.51 0.42 0.16
N -0.70431 0.18810 0.32974 0.08 0.39 0.06
H 0.27091 1.61636 1.38334 -0.05 -0.93 -0.17
H -1.57171 -1.57927 -0.26098 -1.51 -1.22 0.30
S 1.97891 0.04109 1.03465 -1.68 -0.15 0.15
C -0.74020 -0.97766 -0.37963 1.26 -0.68 -2.01

***

39
Properties=species:S:1:pos:R:3:forces:R:3 method="wB97M-V/def2-TZVPD" total_energy_ha=-3396.9173 smiles=CCCn1c(CNc2ccc(Br)cc2)nc2ccccc21 charge=0
H -2.32565 -2.26509 1.33452 0.01 -0.09 0.05
C 0.39616 -0.96022 1.33226 0.52 -0.09 0.40
H -0.02764 -1.96485 1.26085 0.08 0.06 -0.08
H 0.92157 2.90470 0.64658 0.02 -0.22 0.07
C 2.92798 0.14399 -1.30187 -0.21 0.16 0.10
C -2.43723 0.92718 0.08069 0.19 -0.65 0.26
C 3.30243 -0.89405 -3.42201 0.17 -0.22 -0.13
H -0.23729 -0.56738 4.72971 -0.05 0.00 0.11
C -0.49482 -0.81577 3.70326 0.19 0.11 -0.06
H -0.84738 -1.84442 3.67847 -0.08 -0.11 0.02
H 1.07891 0.38697 2.87373 0.11 -0.01 -0.03
C -4.06614 -1.22252 0.63807 0.01 -0.14 0.05
H 0.69573 2.53563 -1.68934 0.06 -0.10 0.07
H -1.30797 -0.16561 3.38817 -0.11 0.03 0.02
H 1.05229 1.59004 -3.71185 -0.09 0.07 -0.05
C -4.59451 -0.04874 0.09620 -0.17 0.10 -0.07
C 3.57055 -0.80806 -2.06769 -0.01 -0.13 -0.26
N 1.39748 2.03270 -1.16057 -0.14 0.62 0.05
H 2.20187 -0.09710 -5.07832 -0.02 -0.01 -0.07
C -1.90968 -0.26345 0.63235 -0.52 0.39 -0.29
H 1.76157 1.34794 0.78181 -0.01 0.10 0.03
H -5.65505 0.00251 -0.10074 -0.09 0.01 -0.02
H 4.28420 -1.47795 -1.61253 0.05 -0.04 0.02
C -2.72062 -1.35192 0.91471 0.08 -0.17 0.08
C -3.79631 1.03714 -0.19122 0.07 -0.05 0.03
H -4.72903 -2.04924 0.84612 -0.04 -0.07 0.02
H 3.17779 0.21595 -0.25438 0.02 0.03 0.10
Br 4.18850 -2.21491 -4.47641 -0.10 0.16 0.12
N -0.55846 -0.04211 0.76966 -0.19 0.23 -0.15
N -1.42148 1.82883 -0.09424 0.30 0.54 -0.08
C 1.99989 1.02067 -1.87378 0.31 -0.31 -0.29
H 1.52023 -1.30573 3.12377 0.08 0.05 -0.01
H 1.30976 -0.93869 0.73015 -0.15 -0.08 0.00
C 1.00158 1.89630 0.22911 0.02 -0.02 -0.11
C -0.33950 1.23597 0.32741 -0.15 0.01 0.05
C 1.75806 0.91536 -3.24931 -0.05 0.04 0.19
H -4.19765 1.94535 -0.61093 -0.05 0.11 -0.05
C 2.40202 -0.02826 -4.02011 0.12 -0.14 0.04
C 0.71785 -0.64115 2.79772 -0.23 -0.17 -0.13

***

9
Properties=species:S:1:pos:R:3:forces:R:3 method="wB97M-V/def2-TZVPD" e_above_lowest_kj_mol=35.7 charge=-1
S -0.40421 1.08535 -1.12246 -0.80 0.03 -0.38
S 1.28231 1.07890 -0.00912 0.51 -0.24 0.27
H -1.06000 -2.26168 -3.25483 0.03 0.27 -0.46
S -1.09205 -2.35994 -1.93795 -0.17 0.62 0.84
H -1.03726 -0.93179 -1.63033 0.37 -0.85 -0.29
H 0.27399 -0.04315 2.01528 0.51 -0.84 -0.79
C 0.71210 0.90122 1.67722 -1.62 -0.11 1.17
H 1.55646 1.04744 2.36211 -0.24 0.56 -0.06
H -0.23134 1.48365 1.90009 1.42 0.56 -0.29

***

165
Properties=species:S:1:pos:R:3:forces:R:3 method="wB97M-V/def2-TZVPD" smiles="O=S1(=O)CCCC1.O=S1(=O)CCCC1.O=S1(=O)CCCC1.O=S1(=O)CCCC1.O=S1(=O)CCCC1.O=S1(=O)CCCC1.O=S1(=O)CCCC1.O=S1(=O)CCCC1.O=S1(=O)CCCC1.O=S1(=O)CCCC1.O=S1(=O)CCCC1" e_above_lowest_kj_mol=48.5 charge=0
C 0.40277 1.57912 -1.78965 -0.70 0.71 0.30
C -4.74180 2.68542 -1.56369 -0.59 -0.62 -1.09
H -5.12829 -2.47529 1.28637 0.04 0.11 0.06
H 3.64143 -3.51518 -3.01687 0.57 0.21 -0.31
O 0.57043 2.19270 -5.20396 -0.12 0.58 0.28
S -3.62008 -2.89628 -3.99015 1.44 -0.02 -1.59
H 0.34480 -5.62679 -3.52013 0.32 0.39 -0.44
H -2.59355 -6.65276 2.68195 -0.56 -0.22 0.40
O 1.36150 1.59667 -7.49510 -0.16 0.32 -0.42
H -1.43290 0.68938 -2.71701 0.43 -0.17 -0.39
C 4.07881 0.96664 -5.77225 -0.01 -0.82 0.70
O 0.77177 7.35922 1.70194 0.86 2.31 -0.78
H 0.01996 3.74645 0.81294 -0.06 0.26 0.77
C -5.94321 -1.76078 -3.64777 0.05 0.09 -1.11
H 3.42492 2.93912 -6.53079 -0.23 -0.48 0.38
H -4.24125 1.71170 -1.73165 0.03 0.64 -0.42
C 0.23055 -3.93005 -2.22878 -2.20 1.58 -0.14
H -5.68895 -1.47939 -1.47871 0.15 0.23 -0.45
H 3.78272 1.08924 4.02968 -0.10 0.09 -0.04
H -3.30436 -2.59058 -1.66150 0.43 0.34 -0.01
C -4.33069 0.60017 2.56658 -1.08 0.44 1.37
C -0.54995 0.43307 -2.12561 0.12 0.04 -0.29
O -3.21678 -4.19452 0.83716 -0.65 -0.27 -0.13
H 2.97515 -5.10623 -2.61760 -0.05 -0.16 -0.10
O -1.00526 1.17355 4.23877 -1.41 1.35 -0.25
C 3.23992 -1.11595 2.33752 0.16 0.76 -0.46
C 3.24687 -0.12643 -5.00658 -0.42 0.63 -0.15
H -6.53886 -0.89949 -3.92908 -0.36 0.08 0.25
H -6.07312 -0.03949 1.32923 0.20 0.07 0.31
H -5.74070 2.40938 -1.21873 0.15 0.15 0.39
O -2.29176 0.69464 -0.20432 -1.48 0.89 0.33
H -3.73273 5.13760 -3.74955 0.40 0.26 -0.01
H 5.38445 1.41557 3.30205 -0.27 -0.02 0.20
H 3.16214 -1.80227 1.49027 0.27 0.01 0.11
H 4.16017 3.13464 -0.55796 -0.10 0.13 0.33
C 0.73626 -0.54713 6.86954 -0.59 0.79 0.66
C 5.35187 1.39997 -1.12824 1.49 -0.35 -0.68
H -5.66656 0.04963 4.30284 0.06 0.35 -0.12
H -2.96378 -5.03835 3.47916 -0.31 -0.06 0.17
H 5.03325 1.13921 -5.25157 -0.43 0.15 -0.14
O -1.47965 -5.94023 0.50831 0.42 -1.20 -1.22
H 3.63868 -1.14037 -5.04314 0.26 0.09 0.01
C 0.99291 0.21149 5.58238 0.99 0.49 -0.89
H 0.05461 0.03043 7.52999 0.75 0.13 -0.21
H 0.77510 3.75334 3.84539 -0.63 -0.33 0.16
C -0.82862 5.39694 1.93828 0.68 -0.10 -0.40
C 0.97692 3.83930 2.78406 -0.53 -0.19 0.17
H -1.06313 5.82794 0.94250 0.01 -0.31 0.79
O -3.72546 -4.28213 -4.40017 0.38 0.28 0.27
H 7.58042 2.78004 -2.71249 0.19 -0.45 -0.08
H 1.85158 -0.22510 5.03272 -0.09 0.51 0.56
O 7.55122 3.78096 -0.33868 0.45 -0.24 0.69
H 5.50695 2.67848 0.62111 -0.69 -0.04 0.39
C 0.37277 -4.52731 -3.63257 1.40 -0.67 0.43
C -1.12549 -1.24190 5.51296 -1.02 -0.03 -0.65
H -0.40991 -4.23697 -4.32098 -0.25 0.16 0.13
C 1.77482 -4.01109 -4.14471 0.13 -0.35 0.51
H 1.98143 0.51839 -0.87692 0.07 0.10 0.56
H -4.45922 0.22158 0.60243 -0.25 -0.40 -0.95
S -2.08064 -4.93484 1.31415 1.06 2.32 1.21
H -0.42244 -3.04177 -2.37044 0.73 0.02 0.25
C -0.75155 -3.77032 1.78842 -0.21 -1.71 0.23
C 5.17463 -0.56645 4.14068 1.29 1.15 -0.10
O -1.63460 4.44238 -1.32964 -0.74 0.05 -0.56
H 5.23483 -0.43729 5.21983 -0.08 -0.45 -0.02
O 1.89944 -1.91396 -1.84195 0.08 0.61 -0.32
O 0.11029 -0.78388 3.25178 -0.12 0.44 0.66
C 5.15820 2.73200 -0.40562 -0.41 -0.36 0.43
H 4.55626 0.62871 -1.07328 0.25 0.77 0.41
C -4.14914 -2.71199 -2.32482 0.30 0.01 0.35
O 0.21626 6.61991 4.02745 -0.34 0.69 1.73
C 3.17306 2.17454 -5.76849 1.21 1.65 0.27
H 2.37560 5.41053 3.44252 0.37 -0.33 -0.87
H 6.28986 0.96179 -0.73121 -0.51 -0.04 -0.11
H 1.43021 1.98615 0.11151 0.49 -0.30 -0.82
C -0.26123 3.96969 1.87327 -0.69 -0.62 -0.61
C -4.99275 -0.17673 1.45001 0.40 -0.82 -0.09
C -5.09790 -1.52239 -2.41025 -0.47 -0.21 0.82
H 6.35525 3.73843 -3.47405 -0.49 0.08 -0.30
O -1.39286 -1.56768 -0.56252 -0.44 -1.01 -0.13
H -4.66864 4.13998 -0.03776 0.18 0.08 -0.02
C -0.25602 -4.27931 3.14686 -1.05 1.18 1.15
H -1.07073 -2.74229 1.76343 -0.07 0.18 -0.09
H -0.20550 0.80423 1.26596 0.32 0.34 -0.49
C 4.11168 0.12531 2.09335 -0.76 0.25 -0.89
C 6.52155 3.00420 -2.70423 -0.25 -0.35 1.51
H 4.60383 1.94257 -3.02826 0.05 0.30 -0.32
H -4.40003 -1.03332 -5.06996 -0.48 -0.18 0.01
H 0.03122 -4.03022 1.10267 0.29 0.49 -0.86
O -3.42721 -2.42498 3.92416 0.98 -0.39 0.66
S 6.32664 3.89413 -1.06615 0.87 -1.88 -2.82
O -3.56135 6.00333 -1.21517 -0.09 0.51 0.06
H -4.68723 1.63460 2.59110 0.08 -0.09 0.12
C -2.26473 -5.65175 2.92570 -0.30 -0.28 -0.23
H -0.29255 -6.49922 3.07940 -0.35 0.68 0.36
H -5.77567 4.28265 -2.74806 0.19 0.09 0.43
C 5.59621 1.74258 -2.62449 0.10 1.22 0.34
H 4.90131 -0.17479 1.39699 0.37 0.25 0.43
H 1.75716 -2.94420 -4.43395 -0.35 -0.52 -0.12
H 4.34392 0.73544 -6.79340 -0.15 -0.57 -0.31
S -0.33624 -0.06167 4.44450 1.31 -2.17 0.11
H -4.56667 -3.67484 -2.03787 -0.62 0.14 -0.06
H -1.60927 5.52083 2.65513 -0.93 -0.16 0.22
S 4.14297 -1.88440 3.63799 0.03 -3.05 0.04
S 1.82752 -3.34864 -1.68635 -1.21 0.06 0.88
C -0.87546 -5.65498 3.52222 0.90 -0.05 -0.44
H -5.23893 2.95473 -3.70312 0.31 0.13 0.12
C 1.14070 1.13293 -0.53692 0.27 0.27 1.00
H -3.48668 -1.68979 1.50035 -0.98 -0.43 0.07
C -4.91277 -1.96969 -4.80277 0.04 0.27 1.14
H 1.69400 -0.70400 7.36665 -0.25 -0.29 0.15
H -0.35203 -4.43198 -1.43186 0.88 -0.53 -0.47
H 1.06378 -0.30293 -4.80974 -0.37 -0.49 -0.06
H -2.91102 3.52886 -3.46109 -0.17 0.53 -0.24
H 6.17715 -0.77750 3.70936 -0.62 -0.01 0.45
H 3.50929 0.84999 1.54795 0.02 0.26 0.01
H 0.81819 -4.26490 3.14296 0.48 -0.17 0.25
H 0.48333 -2.57834 6.06743 0.02 0.13 0.14
S 0.48807 6.36737 2.66200 -1.03 -1.59 -1.62
H -6.59710 -2.62829 -3.49520 0.16 0.13 -0.26
H 3.16415 0.19404 -3.95072 0.31 -0.26 -0.31
C -3.62845 4.28633 -3.09328 0.10 -1.62 -1.62
H 1.53275 2.95333 2.48248 0.31 0.04 0.04
H -3.91001 0.15814 4.65483 -0.03 -0.32 0.26
H -0.70997 -2.14386 7.33420 0.51 -0.17 0.36
H -4.55909 -0.57872 -2.55063 0.16 -0.17 0.31
H 3.21353 2.65797 -4.78982 -0.25 0.04 0.01
H -0.60489 -3.52327 3.90285 0.45 -0.79 -0.50
C -0.08875 -1.76517 6.52580 -0.80 -0.35 -1.18
H 1.08726 1.76867 -2.61714 -0.09 -0.08 0.00
S -3.05695 4.69624 -1.53340 1.98 1.39 1.71
H 6.01643 0.92969 -3.19595 0.14 -0.38 0.03
O -2.38318 -2.13612 -4.23242 -0.70 -0.90 0.53
H -0.89160 -5.77855 4.61639 -0.05 -0.03 -0.45
C -3.95597 3.52983 -0.60417 -1.11 0.13 1.51
H -3.28798 3.08242 0.13143 -0.01 -0.45 -0.39
S 1.54987 1.60702 -6.07228 -0.65 -1.29 -0.32
H 2.17016 -4.61482 -4.95779 -0.15 0.10 -0.19
C -4.65988 -0.12072 3.92137 0.30 2.06 -0.43
O -5.90493 -2.41175 3.87748 0.69 0.63 0.08
C 1.80252 -0.10192 -5.56707 1.26 0.46 -0.53
C 0.21804 0.31684 0.37185 -0.40 -0.25 0.72
H -1.98132 -0.71935 5.96105 0.28 -0.15 0.22
S -1.20777 -0.15067 -0.58334 2.12 0.27 -0.22
C 2.74290 -4.09559 -2.94139 -0.27 -0.38 -0.84
O 5.81330 5.17534 -1.36819 -1.14 1.55 0.29
H 0.09381 -0.37056 -2.50485 -0.65 -0.15 -0.25
H -3.25180 0.64387 2.41945 0.04 -0.19 0.02
C 4.60244 0.66309 3.45508 0.33 -0.19 -1.02
H 1.74494 -0.65881 -6.51548 -0.36 -0.09 0.62
O 3.20858 -2.21644 4.69860 0.30 0.00 0.01
H 2.06289 5.11719 1.57564 0.91 0.55 0.05
H -1.04599 3.23953 2.11910 0.31 0.09 0.06
H 0.66899 -0.57340 0.78066 0.21 -0.44 -0.20
H -5.21328 -2.51171 -5.68941 -0.24 -0.10 0.00
H -0.10441 2.52649 -1.57975 -0.26 -0.20 -0.23
C -4.58146 -1.65629 1.74628 1.11 1.66 -0.78
O 5.02336 -2.91280 3.06530 -1.14 1.09 0.72
H -1.53870 -1.96417 4.81261 -0.08 -0.20 0.35
C -4.94265 3.58416 -2.85293 -0.51 -1.38 0.24
H 1.00621 1.30796 5.67424 0.52 -0.42 0.10
C 1.71561 5.13452 2.60203 0.71 -0.42 0.23
H 2.22455 -0.83423 2.61548 0.12 -0.18 0.50
S -4.64118 -1.78477 3.51227 -1.56 -2.68 -0.80
O 2.17338 -3.87746 -0.40268 0.20 -0.27 0.78

***

62
Properties=species:S:1:pos:R:3:forces:R:3 method="wB97M-V/def2-TZVPD" total_energy_ha=-2972.2823 charge=+1
C 1.71591 -3.11389 0.56690 -0.21 -0.07 0.12
C 2.75698 -3.56592 -0.39996 0.16 0.20 -0.08
H 1.45232 4.35124 -2.01194 0.02 0.05 0.00
C -2.67035 -3.58165 -1.39194 -0.33 0.72 -0.32
H 3.37469 0.52687 3.38081 0.03 0.01 0.03
H 0.09035 -1.04496 -4.81030 0.05 0.02 -0.07
C 0.54255 0.35232 6.00282 -0.25 0.02 0.03
C 0.50876 4.81156 -1.74630 -0.14 -0.07 0.08
H -0.24678 0.30065 6.73816 0.11 -0.02 0.11
H -0.89261 -4.09161 -0.35130 0.12 0.01 0.02
N 1.95463 -0.20914 -0.73370 -0.74 -0.38 0.11
C 0.19868 -1.31780 -3.77135 0.15 -0.11 0.30
C 1.33269 0.68157 -0.15555 0.39 -1.01 -0.51
H 2.99350 -4.61734 -0.26400 -0.03 -0.07 0.15
O 1.24640 -0.29191 8.53697 -0.02 0.00 -0.03
C 2.88003 0.15099 5.42863 0.25 -0.02 -0.10
N 2.17111 -0.23214 7.75455 0.03 -0.05 0.14
O -2.56599 8.29146 -2.34148 0.00 -0.03 0.02
H -2.12134 4.40063 0.34977 -0.02 0.03 0.00
C 0.63693 -2.38613 0.26792 0.37 -0.48 -0.13
O -0.79636 8.23549 -3.56638 0.02 -0.03 0.00
H -2.84642 6.46395 -0.79136 0.04 0.11 -0.09
O -2.76752 -2.22081 -0.94358 0.02 -0.12 0.02
C -1.09785 6.54891 -2.03258 0.07 -0.19 0.13
N 0.43880 -2.01979 -1.13120 -0.02 0.23 0.52
C -1.90815 5.99949 -1.05675 -0.20 -0.03 0.16
C -1.49846 4.83999 -0.41751 0.12 -0.04 -0.08
O 3.33594 -0.42150 8.03491 0.00 0.00 -0.04
S 1.96860 0.79242 -3.58004 0.27 0.09 -0.06
H -4.45308 -3.66754 -2.53255 -0.06 0.14 -0.02
H -0.91257 -4.81808 -1.92256 -0.10 0.01 -0.23
C -0.28950 4.24724 -0.75843 0.01 -0.02 -0.03
C 2.58156 0.47809 4.11543 -0.16 0.00 -0.03
H 3.66317 -2.98919 -0.20656 0.09 -0.07 -0.03
H -2.17776 -5.15771 -3.58855 -0.01 -0.12 -0.04
C -0.49178 -2.39151 -3.25131 -0.08 -0.03 -0.54
C -1.16477 -3.90534 -1.38703 -0.11 0.07 0.71
H 3.89947 -0.05536 5.71963 -0.05 0.00 0.14
H -3.51013 -2.14706 -0.33783 -0.02 0.12 -0.02
O 0.70904 1.47501 0.37065 -0.17 0.88 0.79
H 1.00313 1.73354 -3.57236 -0.11 -0.29 0.09
C 0.25122 0.68120 4.68858 0.11 -0.03 -0.08
H -0.77033 0.88952 4.40005 -0.01 0.01 0.03
H 2.47746 -3.42024 -1.44011 -0.09 0.07 -0.03
C 0.10411 5.96955 -2.39161 0.24 -0.04 -0.14
H 1.03895 1.00928 2.72627 -0.04 0.05 -0.04
H -3.20751 -4.19757 -0.67042 0.35 -0.43 -0.04
Cl 1.99639 -3.56879 2.19621 0.01 0.04 -0.07
H -3.66843 -5.66205 -3.09205 0.17 -0.24 -0.20
C -3.38528 -3.68733 -2.75003 -0.16 -0.50 0.02
H -3.20904 -2.79713 -3.35094 0.24 0.07 0.02
Cl -0.53947 -1.89309 1.40556 0.06 0.25 -0.26
C 1.12849 -0.94820 -1.60881 0.45 0.35 -0.41
C 1.85493 0.09671 6.35378 -0.06 0.08 -0.23
C -0.38644 -2.74695 -1.92948 -0.05 -0.33 -0.09
H 0.03364 3.34452 -0.25513 -0.12 0.33 -0.08
H 0.72322 6.41027 -3.15916 -0.10 0.12 0.00
N -1.52108 7.79181 -2.70055 -0.06 0.12 -0.08
C 1.03935 -0.58642 -2.94596 -0.19 0.50 -0.05
H -1.12017 -2.96176 -3.91474 -0.10 -0.16 0.08
N -3.15339 -4.90499 -3.52120 -0.22 0.37 0.32
C 1.26958 0.74665 3.74699 0.05 -0.07 0.11